Entry 1:
{"formula": "C25H46O2P2Rh", "method": "wB97M-V/def2-TZVPD", "symbols": ["Rh", "C", "C", "C", "C", "C", "C", "H", "H", "H", "C", "H", "H", "H", "C", "H", "H", "H", "C", "H", "H", "H", "C", "H", "H", "H", "C", "C", "C", "C", "C", "C", "C", "C", "H", "H", "H", "H", "H", "H", "H", "H", "H", "H", "H", "H", "P", "C", "H", "H", "H", "C", "H", "H", "H", "C", "H", "H", "H", "P", "C", "H", "H", "H", "C", "H", "H", "H", "C", "H", "H", "H", "O", "C", "O", "H"], "xyz": [[-0.192, -0.934, -0.751], [1.045, -2.514, -0.163], [-0.086, -2.924, 0.609], [-0.804, -2.665, -1.594], [0.636, -2.561, -1.571], [-1.245, -2.714, -0.187], [2.332, -2.112, 0.434], [2.151, -1.630, 1.409], [2.860, -1.403, -0.216], [2.960, -2.987, 0.626], [1.513, -2.223, -2.718], [2.479, -2.725, -2.635], [1.677, -1.135, -2.737], [1.040, -2.488, -3.663], [-1.607, -2.457, -2.837], [-0.998, -2.771, -3.703], [-1.797, -1.372, -3.009], [-2.544, -3.037, -2.837], [-2.569, -2.515, 0.441], [-2.716, -3.267, 1.235], [-3.357, -2.539, -0.322], [-2.542, -1.530, 0.926], [-0.064, -3.293, 2.054], [0.087, -4.381, 2.200], [-1.006, -3.025, 2.539], [0.759, -2.807, 2.589], [1.347, 2.251, 1.646], [1.994, 1.890, 2.767], [1.423, 1.579, 4.018], [0.008, 1.819, 4.362], [-1.002, 1.036, 3.587], [-1.466, 1.323, 2.362], [-1.204, 2.538, 1.526], [0.205, 3.179, 1.572], [2.105, 1.377, 4.870], [-0.220, 2.889, 4.231], [1.503, -0.141, 3.726], [0.274, 3.866, 2.427], [1.744, 1.826, 0.725], [3.098, 1.937, 2.761], [0.289, 3.772, 0.650], [-1.483, 2.254, 0.482], [-2.132, 0.612, 1.874], [-1.891, 3.358, 1.794], [-0.052, 1.449, 5.399], [-1.567, 0.295, 4.152], [2.966, 1.025, -1.941], [3.884, -0.111, -3.090], [4.716, 0.374, -3.621], [3.168, -0.488, -3.834], [4.262, -0.960, -2.499], [2.558, 2.268, -3.253], [3.452, 2.708, -3.721], [1.948, 3.062, -2.804], [1.966, 1.756, -4.024], [4.492, 1.853, -1.263], [5.115, 2.309, -2.047], [5.087, 1.096, -0.731], [4.190, 2.630, -0.548], [-3.540, 0.721, -1.585], [-5.172, -0.159, -1.418], [-5.961, 0.400, -1.945], [-5.434, -0.252, -0.357], [-5.070, -1.161, -1.857], [-4.258, 2.434, -1.565], [-5.191, 2.456, -2.149], [-3.524, 3.119, -2.012], [-4.465, 2.737, -0.529], [-3.501, 0.575, -3.430], [-4.402, 1.028, -3.874], [-3.453, -0.486, -3.700], [-2.604, 1.097, -3.790], [1.078, -1.048, 6.046], [1.921, -1.292, 5.207], [1.883, -1.021, 3.874], [2.903, -1.773, 5.413]], "atomic_forces_ev_per_a": [[-0.8, 6.6, 1.5], [-0.1, -2.2, -0.5], [0.3, 0.7, 0.6], [-0.6, -1.0, 0.2], [0.7, -1.1, 0.3], [0.5, -2.0, -0.9], [0.7, -0.1, 0.3], [0.2, -0.1, -0.4], [0.0, -0.2, 0.2], [0.2, 0.1, -0.1], [0.1, 0.0, -0.4], [-0.1, 0.1, -0.1], [0.1, -0.5, -0.1], [0.2, -0.1, 0.0], [0.0, 0.0, -0.7], [-0.4, -0.1, 0.3], [-0.2, -0.9, 0.2], [0.3, 0.4, 0.0], [-0.4, -0.3, -0.1], [-0.3, 0.3, -0.5], [0.0, 0.0, 0.5], [-0.4, -0.2, 0.0], [0.1, 0.1, 0.3], [-0.1, 0.4, -0.3], [0.2, 0.0, 0.1], [-0.2, 0.0, -0.1], [-0.7, 0.1, -2.6], [1.3, -0.8, 4.2], [1.9, 2.0, -1.2], [-0.6, -0.4, 0.8], [-1.2, 0.1, -0.7], [0.3, -0.2, 0.4], [0.0, 0.1, -0.8], [-0.7, 0.1, -0.1], [-0.4, 0.3, -0.7], [0.1, -0.2, 0.6], [-0.6, 0.3, -0.3], [-0.1, -0.1, -0.3], [0.2, 0.5, -0.2], [-0.4, -1.0, -0.3], [0.1, 0.0, 0.3], [0.4, 0.4, 0.5], [-0.3, 0.1, 0.4], [-0.1, -0.4, 0.0], [-0.4, 0.8, -0.2], [0.6, -0.5, -0.3], [1.3, 0.6, -1.1], [-0.2, -0.4, 0.2], [-0.3, 0.0, 0.3], [0.4, 0.0, 0.1], [0.0, 0.2, -0.4], [-0.5, 0.0, 0.2], [-0.2, -0.2, 0.2], [0.1, 0.0, -0.3], [0.1, 0.3, 0.2], [-0.3, -0.1, 0.5], [-0.3, -0.2, 0.1], [-0.1, 0.3, -0.1], [0.2, -0.1, -0.1], [-1.2, 0.2, -0.8], [0.3, -0.2, 0.5], [0.3, -0.3, 0.1], [-0.1, -0.1, -0.3], [-0.2, 0.2, 0.2], [0.5, 0.0, 0.3], [0.4, 0.0, 0.2], [-0.3, 0.0, 0.2], [0.1, 0.1, -0.3], [0.4, 0.1, 0.1], [0.3, -0.2, 0.1], [0.0, 0.3, -0.1], [-0.3, -0.2, -0.2], [1.1, 0.0, -1.6], [-0.1, -0.2, 0.6], [0.4, -1.1, 0.9], [-0.6, -0.1, 0.2]], "lowdin_spin": [1.83, 0.16, 0.22, 0.14, 0.14, 0.18, 0.04, 0.00, 0.00, 0.01, 0.04, 0.01, 0.01, 0.00, 0.04, 0.00, 0.01, 0.01, 0.04, 0.01, 0.00, 0.01, 0.03, 0.01, 0.00, 0.00, 0.41, 0.03, 0.28, 0.04, 0.01, 0.01, 0.03, 0.06, 0.01, 0.02, 0.02, 0.00, 0.02, 0.01, 0.01, 0.00, 0.00, 0.00, 0.00, 0.00, 0.01, 0.00, 0.00, 0.00, 0.00, 0.00, 0.00, 0.00, 0.00, 0.00, 0.00, 0.00, 0.00, 0.01, 0.00, 0.00, 0.00, 0.00, 0.00, 0.00, 0.00, 0.00, 0.00, 0.00, 0.00, 0.00, 0.00, 0.00, 0.03, 0.00], "multiplicity": 5, "energy_ev": -52338.8017, "homo_lumo_gap_ev": [6.76, 6.91], "relative_energy_kcal_mol": 0.00, "s_squared": 6.05, "homo_ev": [-10.027, -11.663], "max_force_ev_per_a": 6.8, "charge": 1}

Entry 2:
{"formula": "C8H16NO5S", "method": "wB97M-V/def2-TZVPD", "symbols": ["C", "C", "O", "O", "C", "C", "S", "C", "C", "C", "N", "H", "H", "H", "H", "H", "H", "H", "H", "H", "H", "H", "H", "H", "H", "H", "H", "C", "O", "O", "O"], "xyz": [[-2.536, 0.311, -2.272], [-1.708, -0.929, -2.097], [-0.942, -1.247, -2.925], [-1.859, -1.706, -1.004], [-1.291, -1.054, 0.161], [-0.455, -2.000, 0.964], [1.222, -2.288, 0.317], [1.892, -0.755, -0.395], [1.986, 0.320, 0.706], [2.023, 1.765, 0.194], [1.654, 1.891, -1.212], [-2.240, 0.754, -3.210], [-2.282, 1.035, -1.496], [-3.601, 0.122, -2.252], [-0.794, -0.116, -0.079], [-2.121, -0.780, 0.805], [-0.372, -1.586, 1.981], [-0.939, -2.970, 0.999], [1.961, -2.486, 1.431], [1.244, -0.502, -1.224], [2.882, -1.004, -0.755], [1.186, 0.170, 1.424], [2.914, 0.124, 1.245], [3.023, 2.152, 0.376], [1.357, 2.331, 0.847], [0.702, 1.560, -1.308], [1.661, 2.859, -1.494], [-1.138, 1.001, 2.592], [-0.162, 0.241, 2.956], [-2.199, 1.152, 3.278], [-1.068, 1.633, 1.447]], "atomic_forces_ev_per_a": [[0.3, 0.3, 0.5], [-1.6, 0.7, 0.7], [2.2, -1.0, -2.3], [0.2, 0.0, 0.4], [-0.8, 0.1, 0.3], [0.0, 0.2, 0.7], [0.0, -0.9, -1.0], [0.1, 0.7, 1.4], [0.3, -0.4, -0.6], [-0.2, 0.2, 0.8], [0.3, -0.5, -0.2], [-0.1, 0.0, -0.3], [-0.2, 0.0, 0.3], [-0.2, -0.1, 0.2], [0.1, 0.2, 0.2], [0.0, 0.3, 0.3], [0.2, 0.5, 0.0], [0.2, -0.3, -0.2], [-0.3, 0.6, 0.0], [-0.1, -0.2, -0.2], [0.0, -0.4, -0.4], [-0.7, 0.4, 0.4], [0.1, -0.1, 0.1], [0.3, 0.1, -0.5], [-0.2, -0.1, 0.0], [-0.2, 0.3, 0.0], [-0.1, 0.1, 0.0], [-1.6, 1.2, -0.6], [0.9, -1.1, 0.0], [0.3, -0.5, 0.4], [0.9, -0.3, -0.8]], "lowdin_charge": [0.03, -0.58, 0.13, -0.02, -0.21, -0.32, 1.12, -0.37, -0.23, -0.27, 0.00, 0.08, 0.10, 0.09, 0.10, 0.15, 0.08, 0.09, 0.02, 0.06, 0.08, 0.05, 0.11, 0.10, 0.10, 0.06, 0.06, -1.00, -0.21, -0.18, -0.21], "energy_ev": -31116.0680, "homo_lumo_gap_ev": 3.76, "relative_energy_kcal_mol": 21.39, "homo_ev": -1.745, "max_force_ev_per_a": 3.3, "charge": -1}